1.
{
  "formula": "C23H41CdFN3O5PS3",
  "method": "ωB97M-V with the def2-TZVPD basis set",
  "species": ["Cd", "C", "O", "C", "C", "O", "C", "C", "O", "C", "H", "H", "H", "H", "H", "H", "H", "H", "H", "H", "H", "H", "H", "H", "F", "C", "C", "C", "C", "C", "C", "C", "H", "H", "H", "H", "H", "H", "C", "C", "C", "N", "N", "C", "N", "S", "H", "H", "H", "H", "H", "H", "H", "C", "C", "C", "O", "P", "S", "S", "O", "C", "C", "C", "H", "H", "H", "H", "H", "H", "H", "H", "H", "H", "H", "H", "H", "H"],
  "coordinates": [[-0.9346, -0.0468, -0.2173], [-2.4137, -1.4910, 2.3654], [-1.8175, -0.2470, 2.0145], [-2.3750, 0.8340, 2.7414], [-1.7489, 2.1116, 2.2590], [-2.1811, 2.3019, 0.9223], [-2.1329, 3.6316, 0.4355], [-1.0510, 3.8250, -0.5963], [-1.3477, 3.0205, -1.7130], [-0.4595, 3.2517, -2.7825], [-2.2341, -1.7013, 3.4240], [-3.4879, -1.4706, 2.1662], [-1.9496, -2.2619, 1.7550], [-3.4558, 0.8630, 2.5664], [-2.1862, 0.6958, 3.8122], [-2.0827, 2.9337, 2.9023], [-0.6571, 2.0395, 2.3140], [-3.1033, 3.8482, -0.0185], [-1.9745, 4.3351, 1.2591], [-1.0236, 4.8869, -0.8844], [-0.0721, 3.5521, -0.1815], [0.5792, 3.0768, -2.4814], [-0.7195, 2.5569, -3.5784], [-0.5530, 4.2790, -3.1564], [-7.0006, -2.1597, 1.6407], [-5.9666, -1.7197, 0.8799], [-5.7065, -0.3653, 0.8178], [-4.6463, 0.0787, 0.0401], [-3.8398, -0.8076, -0.6829], [-2.6806, -0.3415, -1.4817], [-4.1518, -2.1690, -0.5928], [-5.2054, -2.6342, 0.1828], [-6.3323, 0.3250, 1.3693], [-4.4245, 1.1399, -0.0020], [-2.3920, -1.0900, -2.2177], [-2.8712, 0.6090, -1.9794], [-3.5491, -2.8805, -1.1472], [-5.4417, -3.6886, 0.2449], [1.5733, -4.4978, -3.7950], [0.1870, -4.5389, -3.1527], [0.1829, -3.9568, -1.7770], [-0.2875, -2.7983, -1.4887], [-0.1392, -2.4563, -0.1654], [0.4615, -3.3784, 0.5297], [0.6920, -3.2658, 1.8657], [0.8843, -4.7734, -0.4021], [1.5442, -4.9295, -4.7952], [2.3005, -5.0605, -3.2072], [1.9271, -3.4696, -3.8739], [-0.1845, -5.5654, -3.1185], [-0.5236, -3.9541, -3.7370], [0.7874, -2.2940, 2.1716], [1.3847, -3.8830, 2.2556], [4.3053, -0.2574, -1.4423], [4.2811, -0.5750, 0.0423], [3.5354, -1.8608, 0.3361], [3.7860, 0.5320, 0.8323], [2.2837, 0.9667, 1.1805], [1.4399, -0.0588, 2.6127], [1.2497, 1.1270, -0.5562], [2.5501, 2.4230, 1.7679], [3.4717, 3.4506, 1.3208], [4.8432, 3.2104, 1.9244], [3.5148, 3.6287, -0.1848], [4.9438, -0.9891, -1.9419], [4.7172, 0.7357, -1.6237], [3.3095, -0.3011, -1.8787], [5.3109, -0.6637, 0.3926], [2.5044, -1.7808, -0.0133], [3.5257, -2.0739, 1.4044], [4.0175, -2.6853, -0.1934], [3.0465, 4.3531, 1.7631], [5.3613, 2.4022, 1.4102], [4.7488, 2.9490, 2.9779], [5.4419, 4.1195, 1.8440], [3.8988, 2.7368, -0.6791], [4.1837, 4.4605, -0.4147], [2.5292, 3.8516, -0.5907]],
  "de_lowest_kj_mol": 26.3,
  "homo_lumo_gap_ev": 7.41,
  "lumo_energy_ev": 0.354,
  "energy_ev": -88302.7423
}

---

2.
{
  "formula": "C23H41CeFP2",
  "method": "ωB97M-V with the def2-TZVPD basis set",
  "species": ["Ce", "C", "C", "C", "C", "C", "C", "H", "H", "H", "C", "H", "H", "H", "C", "H", "H", "H", "C", "H", "H", "H", "C", "H", "H", "H", "C", "C", "C", "C", "C", "C", "C", "C", "H", "H", "H", "H", "H", "H", "H", "H", "H", "H", "H", "H", "P", "C", "C", "P", "C", "C", "C", "H", "H", "H", "H", "H", "H", "H", "H", "H", "H", "H", "H", "H", "H", "F"],
  "coordinates": [[1.3750, -0.4126, 2.2696], [-0.8224, -0.7507, 3.4068], [-0.5495, -2.0061, 2.7624], [1.1312, -1.6543, 4.3300], [0.2110, -0.5363, 4.3844], [0.6850, -2.5391, 3.3050], [-1.9943, 0.1513, 3.2017], [-1.7452, 1.0434, 2.5958], [-2.3496, 0.5495, 4.1580], [-2.8369, -0.3526, 2.7110], [0.3774, 0.6608, 5.2603], [-0.5724, 1.1968, 5.3947], [1.1027, 1.3846, 4.8496], [0.7754, 0.3512, 6.2369], [2.3589, -1.8081, 5.1512], [2.1710, -1.4982, 6.1914], [3.1945, -1.1969, 4.7695], [2.6985, -2.8502, 5.1402], [1.4258, -3.6978, 2.7488], [1.9814, -4.2081, 3.5380], [2.1461, -3.4222, 1.9531], [0.7289, -4.4298, 2.3254], [-1.3549, -2.6331, 1.6757], [-1.3732, -3.7275, 1.7711], [-0.9752, -2.3866, 0.6656], [-2.4050, -2.3071, 1.7164], [-1.6791, 2.7953, -0.2373], [-2.6308, 1.9614, 0.2085], [-2.6170, 0.4924, -0.1117], [-2.4974, 0.1938, -1.6408], [-1.2223, -0.3137, -2.1303], [0.0735, -0.2133, -1.4417], [0.1774, 1.0001, -0.4478], [-0.4736, 2.2874, -0.9970], [-3.5321, 0.0242, 0.2867], [-2.8121, 1.0690, -2.2490], [-1.8149, -0.0539, 0.4045], [-0.8503, 2.0881, -2.0651], [-1.6731, 3.8647, 0.0000], [-3.4658, 2.3190, 0.8207], [0.2868, 3.0805, -1.0623], [-0.3572, 0.7308, 0.4904], [0.2040, -1.1638, -0.8616], [1.2411, 1.2016, -0.1937], [-3.2551, -0.5829, -1.8569], [-1.2782, -1.0567, -2.9340], [-0.2797, 1.9371, -3.6329], [-0.2874, 3.6057, -4.2803], [-1.2711, 0.8951, -4.7022], [1.5675, -0.2550, -2.5685], [1.3976, 1.3015, -3.5246], [1.4325, -1.5094, -3.8758], [3.2994, -0.2543, -2.0857], [0.6974, 4.0696, -4.1058], [-1.0912, 4.1710, -3.7790], [-0.4822, 3.5261, -5.3609], [-1.1512, 1.2747, -5.7285], [-2.3276, 0.9560, -4.3933], [-0.9540, -0.1588, -4.7013], [3.8826, -0.0184, -2.9925], [3.6078, -1.2588, -1.7643], [3.5203, 0.5176, -1.3278], [2.0680, 2.0744, -3.1020], [1.7040, 1.1270, -4.5759], [2.0817, -2.3524, -3.5980], [1.8254, -1.1044, -4.8272], [0.4094, -1.8904, -4.0617], [3.1428, 0.7017, 2.4939]],
  "de_lowest_kj_mol": 585.7,
  "charge": 1,
  "homo_lumo_gap_ev": [4.29, 4.34],
  "multiplicity": 2,
  "lumo_energy_ev": [-3.180, -3.152],
  "energy_ev": -58728.9467
}

---

3.
{
  "formula": "C23H41I2N5O8",
  "method": "ωB97M-V with the def2-TZVPD basis set",
  "species": ["C", "C", "C", "C", "I", "C", "C", "I", "C", "O", "C", "O", "O", "H", "H", "H", "H", "H", "H", "C", "C", "O", "N", "C", "H", "H", "H", "H", "H", "H", "H", "C", "C", "O", "N", "C", "H", "H", "H", "H", "H", "H", "H", "C", "C", "O", "N", "C", "H", "H", "H", "H", "H", "H", "H", "C", "C", "O", "N", "C", "H", "H", "H", "H", "H", "H", "H", "C", "C", "O", "N", "C", "H", "H", "H", "H", "H", "H", "H"],
  "coordinates": [[0.5994, -0.8516, 0.5385], [-0.4475, -0.2883, 0.5054], [-1.8336, 0.2733, 0.5887], [-2.7299, -0.8217, 0.0055], [-1.9657, -1.8371, -1.7197], [-3.9236, -1.1414, 0.4753], [-4.5280, -0.4107, 1.6624], [-5.1500, -2.6757, -0.3538], [-1.9167, 1.6411, -0.0815], [-2.4386, 2.5050, 0.9463], [-1.9491, 1.9573, 2.0919], [-1.5732, 2.5207, 3.0494], [-1.9386, 0.5900, 1.9770], [1.4842, -1.3308, 0.8598], [-4.8005, 0.6082, 1.3820], [-3.8406, -0.3810, 2.5035], [-5.4144, -0.9457, 2.0023], [-0.9384, 2.0509, -0.3510], [-2.4820, 1.7031, -1.0092], [-3.1307, -2.0399, -5.4787], [-3.0039, -0.5349, -5.4638], [-3.3415, 0.1383, -4.5052], [-2.4913, 0.0625, -6.5757], [-2.0379, -0.5628, -7.8032], [-3.5496, -2.3728, -4.5337], [-3.7973, -2.3517, -6.2847], [-2.1494, -2.5009, -5.6039], [-2.4339, 1.0654, -6.5004], [-0.9863, -0.3172, -7.9641], [-2.6199, -0.1734, -8.6410], [-2.1484, -1.6409, -7.7650], [1.3302, 3.9022, -0.3726], [2.0512, 2.6004, -0.1081], [2.1860, 1.7486, -0.9741], [2.5479, 2.4044, 1.1384], [2.4837, 3.2939, 2.2876], [0.9913, 3.9137, -1.4048], [0.4613, 3.9972, 0.2817], [2.0013, 4.7480, -0.2171], [3.0146, 1.5187, 1.2476], [3.5013, 3.5240, 2.6063], [1.9649, 2.7807, 3.0995], [1.9593, 4.2150, 2.0541], [1.8930, -4.4625, -3.6521], [0.5205, -4.7046, -3.0750], [-0.3867, -3.8964, -3.1994], [0.3143, -5.8636, -2.3996], [1.2573, -6.9371, -2.1470], [1.8986, -3.5010, -4.1565], [2.6410, -4.4431, -2.8586], [2.1429, -5.2384, -4.3772], [-0.6236, -5.9567, -2.0415], [0.8703, -7.8623, -2.5773], [1.3666, -7.0713, -1.0696], [2.2290, -6.7240, -2.5787], [-4.2552, -3.8910, 6.0321], [-4.7840, -2.7314, 5.2230], [-5.8507, -2.7850, 4.6336], [-4.0240, -1.6045, 5.1669], [-2.7383, -1.3505, 5.7910], [-4.9668, -4.7094, 5.9807], [-3.3011, -4.2327, 5.6283], [-4.1319, -3.6013, 7.0766], [-4.4374, -0.8725, 4.6119], [-2.8271, -0.4913, 6.4581], [-2.0040, -1.1177, 5.0173], [-2.3953, -2.2079, 6.3599], [5.6045, 5.6181, 1.0455], [6.3465, 4.8237, 2.0930], [5.7781, 4.0311, 2.8280], [7.6867, 5.0175, 2.1977], [8.5303, 5.9072, 1.4210], [4.5513, 5.3552, 1.0841], [5.7038, 6.6873, 1.2376], [5.9850, 5.3842, 0.0505], [8.1172, 4.4562, 2.9154], [9.2976, 5.3206, 0.9132], [9.0186, 6.6151, 2.0928], [7.9569, 6.4565, 0.6825]],
  "homo_lumo_gap_ev": 8.67,
  "lumo_energy_ev": 0.514,
  "energy_ev": -64546.2812
}